The following is a DFT calculation (the ωB97M-V functional and the def2-TZVPD basis) of a structure of composition C20H12F6FeNO20PS2 at a distorted geometry.

The multiplicity is 6. Its total charge is -1. The total energy comes out at -145022.3009 eV. The orbital gap (alpha / beta) comes out at 5.50 / 4.80 eV. The calculation puts the HOMO energy (alpha / beta) at -5.3 / -4.6 eV. Its expectation value of S² is 8.82. The max |F| is 7.38 eV/Å. Its LUMO energy (alpha / beta) is 0.22 / 0.18 eV.

Structure (XYZ):
```
63
Properties=species:S:1:pos:R:3:forces:R:3
Fe -22.310 6.192 2.875 -3.19 2.29 0.13
P -20.297 5.506 1.791 -2.43 -5.90 -1.05
O -21.538 4.584 2.147 -4.44 -5.88 0.43
O -19.620 4.283 1.145 2.85 4.06 -0.11
O -20.553 5.745 3.338 6.16 1.31 2.71
O -21.362 6.447 1.226 2.84 4.14 -4.13
C -21.861 4.352 6.528 0.28 -0.48 0.00
F -21.278 5.543 6.437 -0.34 -0.05 0.41
F -20.888 3.446 6.385 -0.23 -0.09 -0.66
F -22.384 4.095 7.721 -0.11 0.70 0.16
S -23.234 4.153 5.215 0.83 0.28 -1.99
O -22.667 3.258 4.238 -0.47 0.63 0.92
O -24.445 3.795 5.897 0.44 0.16 -0.10
N -23.330 5.769 4.444 -1.52 -3.00 4.26
S -24.110 6.668 5.541 0.30 2.66 0.74
O -23.883 6.344 6.938 -0.70 -0.81 -1.14
O -23.839 8.060 5.269 -0.60 -0.39 -0.60
C -25.990 6.458 5.080 1.94 -1.16 -0.50
F -26.776 6.402 6.132 -0.28 0.46 0.16
F -26.318 7.442 4.245 -0.38 -0.03 0.40
F -26.107 5.292 4.410 -0.41 0.53 0.01
C -21.881 10.381 2.481 1.15 0.55 -0.08
C -22.041 11.676 2.138 -0.54 0.05 -0.25
C -23.346 12.190 1.588 -0.85 -0.54 1.05
O -23.530 13.368 1.332 0.70 -0.18 -0.25
C -24.425 11.202 1.558 0.67 0.69 -0.31
C -24.244 9.933 1.952 -2.02 0.17 -1.08
C -22.938 9.378 2.402 -0.39 0.58 -0.01
O -22.883 8.207 2.679 0.27 0.20 0.07
O -25.275 9.058 1.846 0.94 -0.60 0.57
O -21.095 12.611 2.296 0.42 -0.47 -0.06
H -20.875 10.110 2.773 -0.16 -0.41 0.26
H -25.352 11.573 1.140 -0.17 -0.17 0.12
H -26.129 9.496 1.779 0.12 0.31 -0.08
H -21.360 13.420 1.834 -0.36 0.02 0.06
C -26.344 3.411 0.341 -0.75 0.04 -0.34
C -25.373 4.009 1.049 1.13 -1.35 1.50
C -24.932 5.410 0.868 -1.58 0.82 -0.91
O -24.192 5.974 1.638 -0.17 -0.22 -0.58
C -25.658 6.084 -0.242 -0.08 0.75 0.14
C -26.662 5.529 -0.948 0.46 -0.29 -0.20
C -27.065 4.090 -0.732 0.90 0.47 0.49
O -27.911 3.581 -1.435 -0.27 0.04 -0.16
O -27.308 6.177 -1.935 0.30 0.30 0.34
O -24.682 3.404 2.046 -0.92 0.16 -1.16
H -26.739 2.430 0.573 0.33 -0.16 0.10
H -25.435 7.133 -0.384 0.19 -0.01 -0.10
H -27.911 5.573 -2.391 -0.04 -0.36 0.25
H -24.943 2.474 1.991 0.31 -0.13 0.54
C -19.825 9.767 5.902 -0.09 0.54 -0.49
C -18.942 10.141 6.837 -0.61 1.62 -0.71
C -17.951 9.238 7.428 -0.37 -2.63 -0.55
O -17.294 9.525 8.414 -0.04 0.38 -0.45
C -17.941 7.920 6.726 0.23 0.27 0.43
C -18.809 7.543 5.753 0.86 -0.86 -0.66
C -19.914 8.428 5.302 -1.51 0.54 0.85
O -20.885 8.095 4.632 1.62 0.37 0.57
O -18.598 6.406 5.099 0.06 -0.17 0.62
O -18.883 11.439 7.228 -0.02 -0.44 0.28
H -20.503 10.498 5.480 -0.13 0.05 0.21
H -17.202 7.180 7.002 0.11 0.12 0.17
H -19.362 6.046 4.574 -0.33 0.52 -0.29
H -18.261 11.466 7.972 0.06 0.01 0.05
```
Positions in Å, forces in eV/Å.